one:
The following is a quantum chemistry calculation of a cluster of 2 separate species, C10H16O2 in total, from the OMol25 dataset.

```
28
Properties=species:S:1:pos:R:3:lowdin_charge:R:1
C 1.197 -0.772 2.215 -0.07
C -0.132 -1.305 1.861 -0.32
C -0.224 -2.373 0.972 -0.04
C -1.414 -2.670 0.266 0.00
C -2.534 -1.913 0.556 -0.34
O -3.745 -2.195 -0.033 0.04
C -2.471 -0.879 1.469 -0.05
C -1.292 -0.539 2.091 -0.05
H 1.497 -0.130 1.370 0.08
H 2.060 -1.445 2.394 0.09
H 1.073 -0.027 2.984 0.06
H 0.640 -3.044 0.883 0.12
H -1.541 -3.593 -0.269 0.11
H -4.404 -1.830 0.568 0.10
H -3.319 -0.250 1.782 0.12
H -1.146 0.229 2.902 0.13
C 0.267 1.148 -1.385 -0.06
C 1.511 1.521 -2.182 -0.44
C 1.719 3.073 -2.176 -0.06
O 2.504 0.859 -1.379 -0.08
H 0.022 2.038 -0.751 0.08
H 0.343 0.283 -0.714 0.06
H -0.637 0.951 -1.951 0.07
H 1.645 1.265 -3.297 0.15
H 0.963 3.542 -1.517 0.07
H 2.685 3.373 -1.846 0.06
H 1.373 3.507 -3.120 0.07
H 3.361 1.176 -1.694 0.08
```

Computed properties:
HOMO-LUMO gap ... 9.2 eV
SMILES ... Cc1ccc(O)cc1.CC(C)O

---

two:
The following is a quantum chemistry calculation of an isolated molecule of C10H16O2, from the OMol25 dataset.

```
28
Properties=species:S:1:pos:R:3:lowdin_charge:R:1
C -1.926 1.059 0.414 -0.05
C -1.268 0.059 -0.125 -0.16
C 0.162 -0.070 -0.406 -0.31
C 0.804 -1.293 0.327 -0.22
C 2.286 -1.217 0.611 -0.19
C 3.139 -0.107 -0.227 -0.19
C 2.451 1.225 -0.501 -0.21
C 1.053 1.130 0.153 -0.17
C -2.254 -1.175 -0.577 -0.23
O -3.348 -1.230 0.138 -0.05
O -4.029 0.015 -0.450 -0.12
C -3.487 1.152 0.458 -0.09
H -1.462 1.872 0.886 0.08
H 0.346 -0.266 -1.517 0.17
H 0.209 -1.316 1.270 0.13
H 0.516 -2.178 -0.370 0.13
H 2.631 -2.299 0.464 0.10
H 2.534 -1.087 1.868 0.16
H 4.190 -0.019 0.008 0.09
H 3.096 -0.427 -1.310 0.11
H 2.324 1.278 -1.646 0.13
H 2.960 2.090 0.017 0.12
H 0.300 1.958 -0.074 0.11
H 0.928 0.891 1.203 0.11
H -2.406 -1.118 -1.642 0.13
H -1.931 -2.080 -0.218 0.10
H -4.087 1.149 1.533 0.17
H -3.731 2.004 -0.287 0.14
```

Computed properties:
HOMO-LUMO gap ... 10.4 eV
SMILES ... C1=C(C2CCCCC2)COOC1

---

Which of them is the most stable, and which is the least stable? one and two, in that order.

---

one:
The following is a quantum chemistry calculation of an isolated molecule of C14H20N2O4, from the OMol25 dataset.

```
40
Properties=species:S:1:pos:R:3:lowdin_charge:R:1
C 2.294 -0.639 -3.728 -0.05
C 1.707 0.457 -2.824 -0.36
C 1.807 1.842 -3.483 -0.06
C 0.266 0.123 -2.360 -0.22
N 0.222 -1.015 -1.468 0.13
C 0.428 -1.077 -0.124 -0.41
O 0.462 -2.159 0.449 0.05
C 0.627 0.251 0.632 -0.30
N -0.505 1.147 0.372 0.06
C 0.932 0.015 2.122 -0.11
C -0.298 -0.202 3.000 -0.24
C -0.931 -1.438 3.088 -0.02
C -2.054 -1.595 3.887 -0.02
C -2.574 -0.529 4.614 -0.34
O -3.673 -0.637 5.410 0.04
C -1.949 0.705 4.544 -0.02
C -0.831 0.857 3.732 -0.06
C -0.630 -0.211 -3.545 -0.48
O -0.949 -1.331 -3.865 0.12
O -1.006 0.886 -4.226 0.12
H 1.771 -0.655 -4.694 0.09
H 3.337 -0.422 -3.928 0.08
H 2.199 -1.604 -3.276 0.07
H 2.303 0.482 -1.896 0.13
H 1.378 2.604 -2.816 0.08
H 2.868 2.069 -3.669 0.08
H 1.253 1.889 -4.426 0.07
H -0.192 0.992 -1.853 0.14
H 0.056 -1.908 -1.901 0.14
H 1.521 0.685 0.185 0.13
H -1.333 0.782 0.852 0.09
H -0.301 2.049 0.805 0.09
H 1.596 -0.862 2.202 0.12
H 1.495 0.908 2.516 0.13
H -0.541 -2.267 2.507 0.11
H -2.534 -2.548 3.943 0.10
H -3.995 -1.575 5.375 0.13
H -2.366 1.559 5.113 0.13
H -0.317 1.820 3.712 0.11
H -1.542 0.548 -4.975 0.15
```

Computed properties:
HOMO-LUMO gap ... 9.1 eV
SMILES ... CC(C)[C@H](NC(=O)[C@@H](N)Cc1ccc(O)cc1)C(=O)O

---

two:
The following is a quantum chemistry calculation of a structure of composition C14H20N2O4, from the OMol25 dataset.

```
40
Properties=species:S:1:pos:R:3:lowdin_charge:R:1
C -1.219 -1.067 -0.238 -0.40
C 0.081 -0.384 -0.582 -0.31
C -1.235 -1.663 1.184 -0.10
C -1.685 -0.693 2.351 -0.23
C -0.886 0.349 2.765 -0.03
C -3.027 -0.821 2.763 -0.09
C -1.403 1.153 3.811 -0.03
C -3.402 -0.093 3.784 -0.06
C -2.606 0.964 4.329 -0.44
C 1.722 0.281 -2.278 -0.22
C 1.366 1.286 -3.349 -0.24
C 3.165 -0.254 -2.398 -0.53
C 3.939 -1.019 -1.274 -0.11
C 3.276 -0.990 -3.690 -0.15
H -2.207 -2.733 -1.165 0.20
H -0.462 -2.695 -0.961 0.14
H -2.035 -0.404 -0.137 0.15
H -1.840 -2.501 1.228 0.07
H -0.267 -2.082 1.655 0.15
H 0.196 0.467 2.639 0.11
H -3.982 -1.391 2.121 0.20
H -0.669 2.006 4.188 0.16
H -4.343 -0.244 4.333 0.12
H -3.953 1.581 5.367 0.11
H -0.136 -1.040 -2.413 0.11
H 1.538 1.146 -1.383 0.22
H 3.772 0.850 -2.628 0.19
H 3.898 0.008 -0.579 0.13
H 4.942 -1.062 -1.841 0.07
H 3.544 -2.089 -0.710 0.14
H 2.932 -2.474 -3.601 0.19
H 4.652 -0.941 -4.032 0.16
H 2.757 -0.567 -4.609 0.05
H 2.907 2.650 -4.146 0.19
N -1.262 -2.004 -1.210 -0.03
N 0.622 -0.670 -1.855 0.12
O 0.677 0.408 0.267 -0.02
O -3.040 1.745 5.212 0.13
O 0.319 1.722 -4.080 -0.01
O 2.635 2.117 -3.268 -0.11
```

Computed properties:
HOMO-LUMO gap ... 8.7 eV

---

Which of them is the most stable, and which is the least stable? one and two, in that order.

---

one:
The following is a quantum chemistry calculation of a cluster of 2 separate species, C3H3BrF2O in total, from the OMol25 dataset.

```
10
Properties=species:S:1:pos:R:3:lowdin_charge:R:1
C -1.138 0.314 0.477 -0.17
C -1.435 -2.333 -0.809 -0.57
C 1.075 1.241 0.451 0.02
O 0.051 0.231 0.601 -0.07
F -1.644 1.537 0.026 -0.04
F -0.894 -1.859 -1.868 -0.07
Br -0.139 -3.267 0.171 0.62
H 1.921 1.167 1.104 0.09
H 0.609 2.174 0.238 0.09
H 1.595 0.795 -0.391 0.10
```

Computed properties:
HOMO-LUMO gap ... 9.0 eV

---

two:
The following is a quantum chemistry calculation of a cluster of 2 separate species, C3H3BrF2O in total, from the OMol25 dataset.

```
10
Properties=species:S:1:pos:R:3:lowdin_charge:R:1
C -0.136 0.514 -0.635 -0.17
C -2.711 0.559 -0.102 -0.54
C 1.786 -0.497 0.487 0.00
O 0.534 -0.464 -0.270 -0.10
F 0.519 1.681 -0.301 -0.02
F -3.170 1.088 -1.235 -0.10
Br -2.856 -1.319 -0.045 0.60
H 2.397 -1.405 0.141 0.12
H 1.341 -0.635 1.485 0.10
H 2.296 0.479 0.476 0.09
```

Computed properties:
HOMO-LUMO gap ... 8.8 eV

---

Which of them is the most stable, and which is the least stable? two and one, in that order.

---

one:
The following is a quantum chemistry calculation of a cluster of 2 separate species, C3H5NO4 in total, from the OMol25 dataset.

```
13
Properties=species:S:1:pos:R:3:lowdin_charge:R:1
C -1.137 1.474 0.472 -0.06
O -0.984 0.106 0.817 -0.12
C -1.121 -0.862 -0.113 -0.22
N -0.273 -1.803 0.054 0.02
O -0.009 -2.614 -1.077 -0.05
H -0.691 1.518 -0.450 0.05
H -0.595 1.993 1.168 0.06
H -2.278 1.862 0.522 0.14
H -1.696 -0.835 -0.989 0.13
H 0.414 -3.349 -0.673 0.06
O 2.298 0.620 -0.924 0.21
C 2.834 0.812 0.070 -0.42
O 3.238 1.078 1.123 0.20
```

Computed properties:
HOMO-LUMO gap ... 9.7 eV
SMILES ... CO/C=N/O.O=C=O

---

two:
The following is a quantum chemistry calculation of a cluster of 2 separate species, C3H5NO4 in total, from the OMol25 dataset.

```
13
Properties=species:S:1:pos:R:3:lowdin_charge:R:1
C -0.992 1.121 -0.184 -0.02
C -0.579 -0.021 -0.641 0.09
C 1.334 -0.562 0.063 -0.49
N 1.769 0.791 0.036 -0.36
O 1.391 1.483 0.995 0.03
O 2.362 1.146 -0.965 0.11
O 1.113 -1.092 1.312 0.09
O 1.805 -1.321 -0.895 0.12
H -1.943 1.562 -0.497 0.08
H -0.444 1.674 0.438 0.00
H -0.850 -0.849 -1.223 0.06
H 0.580 -0.519 1.867 0.12
H 2.236 -2.009 -0.332 0.16
```

Computed properties:
HOMO-LUMO gap ... 9.2 eV

---

three:
The following is a quantum chemistry calculation of an isolated molecule of C3H5NO4, from the OMol25 dataset.

```
13
Properties=species:S:1:pos:R:3:lowdin_charge:R:1
O 2.079 -1.531 0.853 0.12
N 1.724 -0.465 1.220 -0.35
O 2.414 0.323 1.887 0.06
C 0.486 0.144 0.685 -0.26
O 0.036 1.330 1.184 0.08
C -0.232 -0.562 -0.171 0.03
C -1.500 -0.059 -0.922 -0.23
O -1.243 -0.243 -2.275 -0.01
H 0.790 1.875 1.447 0.12
H 0.024 -1.560 -0.382 0.11
H -1.522 0.971 -0.522 0.12
H -2.331 -0.715 -0.523 0.15
H -0.725 0.492 -2.483 0.06
```

Computed properties:
HOMO-LUMO gap ... 9.6 eV
SMILES ... O=[N+]([O-])/C(O)=C/CO

---

Which of them is the most stable, and which is the least stable? one and two, in that order.